The molecule C4H5NO2, computed with ωB97M-V/def2-TZVPD.

Lowest unoccupied orbital energy   0.0 eV
Kohn-Sham gap   10.015 eV
SMILES string   O=CC(=O)N1CC1
ΔE to the lowest compared entry with this formula, charge and spin   55.4 kcal/mol

ORCA input file:
```
! wB97M-V def2-TZVPD RIJCOSX def2/J DEFGRID3
* xyz 0 1
O -0.54 0.91 -2.26
C -0.47 1.55 -1.24
C -0.09 1.03 0.16
O 0.64 1.68 0.87
N -0.65 -0.19 0.47
C 0.07 -1.13 1.26
C 0.29 -1.15 -0.20
H -0.63 2.64 -1.19
H -0.57 -1.90 1.67
H 0.89 -0.79 1.89
H 1.31 -0.89 -0.54
H -0.25 -1.77 -0.89
*
```

Atom charges from the Löwdin analysis, given in e for atoms 1 to 5: number 1, O, carries 0.0860; number 2, C, carries -0.1440; number 3, C, carries -0.4720; number 4, O, carries 0.1153; number 5, N, carries 0.0069

A structure of composition C34H37ClF2KN3O2, computed with ωB97M-V/def2-TZVPD.

Lowest unoccupied orbital energy   4.2 eV
Kohn-Sham gap   6.075 eV
ΔE to the lowest compared entry with this formula, charge and spin   13.7 kcal/mol

ORCA input file:
```
! wB97M-V def2-TZVPD RIJCOSX def2/J DEFGRID3
* xyz -2 1
K -1.11 0.58 -0.72
F -3.21 -0.61 -6.44
C -2.35 -1.14 -5.49
C -2.05 -0.33 -4.39
C -1.33 -0.83 -3.32
C -0.88 -2.16 -3.39
C -1.11 -2.86 -4.56
F -0.65 -4.12 -4.77
C -1.94 -2.43 -5.59
C -0.09 -2.80 -2.28
C 1.10 -3.51 -2.50
C 1.78 -3.98 -1.39
C 1.33 -3.67 -0.14
C 0.24 -2.84 -0.01
N -0.53 -2.52 -1.04
H -2.31 0.74 -4.41
H -2.04 -3.08 -6.46
H 1.43 -3.66 -3.56
H 2.64 -4.61 -1.46
H 1.70 -4.09 0.76
H -0.07 -2.56 1.00
C 2.33 0.47 -2.23
C 3.07 -0.18 -0.98
C 4.29 -0.96 -1.41
C 3.37 0.94 0.01
C 4.57 1.62 -0.01
C 4.85 2.76 0.77
C 3.90 3.19 1.67
C 2.66 2.51 1.77
C 1.61 3.22 2.69
C 1.44 4.72 2.40
C 1.93 2.97 4.14
C 2.38 1.37 1.01
N 1.16 0.65 1.12
C 0.86 0.19 2.30
C -0.34 -0.52 2.62
C -0.42 -1.36 3.74
C -1.68 -2.05 3.59
C -2.23 -1.58 2.40
N -1.46 -0.65 1.85
C -3.53 -2.05 1.74
C -3.60 -3.58 1.72
C -3.71 -1.55 0.36
C -4.78 -1.54 2.57
H 2.13 -0.22 -3.04
H 2.91 1.27 -2.73
H 1.41 0.95 -1.97
H 2.43 -0.95 -0.56
H 4.94 -0.26 -1.95
H 4.11 -1.75 -2.15
H 4.91 -1.23 -0.57
H 5.27 1.32 -0.77
H 5.87 3.22 0.76
H 4.08 4.07 2.36
H 0.59 2.78 2.50
H 2.31 5.29 2.79
H 0.57 5.07 2.93
H 1.33 4.94 1.35
H 2.95 3.31 4.39
H 1.73 1.96 4.51
H 1.26 3.66 4.75
H 1.65 0.16 3.03
H 0.39 -1.49 4.44
H -2.01 -2.93 4.01
H -2.96 -3.97 0.88
H -4.61 -3.93 1.32
H -3.53 -4.02 2.70
H -2.82 -1.79 -0.26
H -3.80 -0.45 0.38
H -4.65 -1.94 -0.10
H -4.95 -2.11 3.49
H -5.66 -1.70 1.94
H -4.64 -0.50 2.79
Cl -3.90 6.42 -1.89
C -2.89 4.87 -2.10
C -2.16 4.37 -0.81
O -1.75 5.14 0.06
O -2.04 3.10 -0.97
H -2.10 5.13 -2.79
H -3.59 4.08 -2.40
*
```

Atom charges from the Löwdin analysis, given in e for atoms 1 to 5: number 1, K, carries 0.6633; number 2, F, carries -0.0194; number 3, C, carries -0.2889; number 4, C, carries -0.1136; number 5, C, carries -0.1027

The ion CH3I2N2 with charge +1, computed with ωB97M-V/def2-TZVPD.

Lowest unoccupied orbital energy (spin up / spin down)   -4.8 / -7.1 eV
Kohn-Sham gap (spin up / spin down)   5.943 / 7.243 eV
ΔE to the lowest compared entry with this formula, charge and spin   35.9 kcal/mol

ORCA input file:
```
! wB97M-V def2-TZVPD RIJCOSX def2/J DEFGRID3
* xyz 1 3
C 0.61 -0.03 0.04
N -0.67 -1.13 0.23
N 0.28 1.21 -0.07
I 2.47 -0.87 0.02
I -2.56 -0.52 -0.01
H -0.40 -2.08 0.01
H -0.71 1.46 -0.07
H 0.97 1.95 -0.15
*
```

Atom charges from the Löwdin analysis, given in e for atoms 1 to 5: number 1, C, carries -0.8153; number 2, N, carries -0.5340; number 3, N, carries 0.1123; number 4, I, carries 1.0813; number 5, I, carries 0.9663

A structure of composition C18H17ClIrN2O5S, computed with ωB97M-V/def2-TZVPD.

Lowest unoccupied orbital energy (spin up / spin down)   -8.5 / -9.3 eV
Kohn-Sham gap (spin up / spin down)   6.840 / 5.968 eV
ΔE to the lowest compared entry with this formula, charge and spin   38.1 kcal/mol

ORCA input file:
```
! wB97M-V def2-TZVPD RIJCOSX def2/J DEFGRID3
* xyz 2 2
Ir -0.72 1.03 0.03
N 1.30 0.58 -0.11
C 2.01 0.63 1.18
C 3.35 0.48 1.36
C 3.86 0.54 2.68
C 3.04 0.73 3.75
C 1.65 0.90 3.58
C 0.70 1.09 4.61
C -0.63 1.23 4.30
C -1.04 1.19 2.96
N -0.17 1.01 1.99
C 1.16 0.86 2.27
H 1.42 -0.33 -0.55
H 1.67 1.28 -0.75
H 4.02 0.31 0.53
H 4.93 0.41 2.82
H 3.45 0.77 4.75
H 1.03 1.13 5.64
H -1.38 1.37 5.06
H -2.08 1.31 2.68
Cl -2.56 5.41 -1.00
C -0.88 4.90 -0.91
C -0.80 3.49 -0.44
O -1.43 3.03 0.55
O -0.05 2.62 -1.03
H -0.34 5.54 -0.20
H -0.41 4.98 -1.89
C 0.20 -4.66 -4.04
C -0.47 -3.59 -3.24
C -1.28 -2.63 -3.85
C -1.95 -1.68 -3.11
C -1.78 -1.67 -1.73
C -0.97 -2.60 -1.08
C -0.32 -3.55 -1.85
S -2.68 -0.51 -0.81
O -2.01 -0.45 0.58
O -4.08 -0.69 -0.81
O -2.23 0.90 -1.29
H 0.32 -4.36 -5.08
H -0.41 -5.56 -4.03
H 1.17 -4.92 -3.64
H -1.40 -2.66 -4.92
H -2.60 -0.96 -3.59
H -0.90 -2.61 0.00
H 0.30 -4.29 -1.36
*
```

Atom charges from the Löwdin analysis, given in e for atoms 1 to 5: number 1, Ir, carries 1.6816; number 2, N, carries 0.0281; number 3, C, carries -0.1891; number 4, C, carries 0.0382; number 5, C, carries -0.0108

A structure of composition C22H21N4O6Ru, computed with ωB97M-V/def2-TZVPD.

Lowest unoccupied orbital energy (spin up / spin down)   -6.3 / -6.3 eV
Kohn-Sham gap (spin up / spin down)   4.896 / 4.913 eV
ΔE to the lowest compared entry with this formula, charge and spin   3.2 kcal/mol

ORCA input file:
```
! wB97M-V def2-TZVPD RIJCOSX def2/J DEFGRID3
* xyz 1 1
Ru 0.41 -0.34 -0.94
O -3.20 -1.56 1.54
C -2.91 -2.86 1.53
C -3.82 -3.71 2.16
C -3.59 -5.07 2.19
C -2.46 -5.63 1.58
C -1.56 -4.82 0.95
C -1.76 -3.42 0.91
C -0.81 -2.59 0.23
O -0.94 -1.31 0.23
N 0.25 -3.17 -0.39
N 0.98 -2.27 -1.01
C 2.10 -2.71 -1.59
C 2.92 -1.93 -2.39
C 4.12 -2.54 -2.89
C 4.91 -1.91 -3.79
C 4.52 -0.63 -4.28
C 3.38 -0.01 -3.86
C 2.56 -0.62 -2.88
O 1.48 0.00 -2.54
H -2.51 -1.06 1.07
H -4.69 -3.27 2.62
H -4.31 -5.71 2.68
H -2.30 -6.70 1.62
H -0.68 -5.23 0.48
H 2.34 -3.75 -1.42
H 4.38 -3.52 -2.52
H 5.82 -2.37 -4.15
H 5.15 -0.14 -5.01
H 3.08 0.96 -4.24
C -0.46 4.93 -1.03
C -1.26 4.73 0.26
C -0.85 3.46 1.04
C -1.71 3.32 2.32
C -1.37 2.10 3.16
C 0.59 3.63 1.49
O 0.98 4.55 2.15
N 1.51 2.60 1.14
C 1.16 1.59 0.35
O 1.93 0.60 0.07
N -0.04 1.47 -0.23
C -1.13 2.25 0.16
O -2.24 1.96 -0.21
H -0.78 5.83 -1.54
H -0.59 4.09 -1.72
H 0.61 5.04 -0.82
H -2.32 4.64 0.04
H -1.13 5.58 0.93
H -2.75 3.28 1.99
H -1.58 4.24 2.90
H -1.47 1.18 2.59
H -2.03 2.03 4.02
H -0.35 2.15 3.55
H 2.45 2.65 1.53
*
```

Atom charges from the Löwdin analysis, given in e for atoms 1 to 5: number 1, Ru, carries 1.4876; number 2, O, carries 0.1103; number 3, C, carries -0.2355; number 4, C, carries 0.0086; number 5, C, carries -0.0349

A structure of composition C36H40IrOP2, computed with ωB97M-V/def2-TZVPD.

Lowest unoccupied orbital energy (spin up / spin down)   -4.2 / -8.4 eV
Kohn-Sham gap (spin up / spin down)   8.143 / 4.072 eV
ΔE to the lowest compared entry with this formula, charge and spin   12.3 kcal/mol

ORCA input file:
```
! wB97M-V def2-TZVPD RIJCOSX def2/J DEFGRID3
* xyz 2 6
Ir 0.00 0.00 5.91
C -2.05 -0.08 6.77
C -2.16 -0.40 5.42
C -2.65 0.54 4.34
C -1.50 1.30 3.63
C -0.37 1.72 4.54
C -0.50 2.20 5.84
C -1.82 2.47 6.54
C -2.32 1.27 7.39
C 2.06 0.26 5.78
H -2.01 -0.91 7.48
H -2.16 -1.46 5.17
H -3.37 1.25 4.76
H -3.20 -0.04 3.59
H -1.08 0.65 2.86
H -1.91 2.18 3.10
H 0.58 1.87 4.05
H 0.37 2.66 6.29
H -2.58 2.75 5.81
H -1.70 3.33 7.21
H -1.81 1.29 8.36
H -3.40 1.39 7.60
H 2.57 -0.18 6.64
H 2.33 1.33 5.72
H 2.42 -0.24 4.88
P 0.12 -2.54 -3.54
P 2.25 0.55 -3.81
C -0.24 -0.87 -4.16
C 0.49 0.26 -4.14
C -0.81 -3.67 -4.64
C -1.97 -3.29 -5.32
C -2.62 -4.20 -6.15
C -2.12 -5.49 -6.31
C -0.96 -5.88 -5.63
C -0.30 -4.97 -4.81
C -0.92 -2.51 -2.02
C -0.52 -1.66 -0.98
C -1.24 -1.61 0.21
C -2.36 -2.43 0.39
C -2.75 -3.29 -0.63
C -2.03 -3.33 -1.83
C 2.72 1.33 -5.41
C 2.72 0.51 -6.56
C 3.09 1.02 -7.80
C 3.50 2.36 -7.91
C 3.52 3.17 -6.78
C 3.13 2.66 -5.54
C 2.30 1.97 -2.65
C 3.39 2.05 -1.78
C 3.49 3.10 -0.87
C 2.48 4.07 -0.81
C 1.39 3.99 -1.67
C 1.30 2.95 -2.59
H -1.27 -0.78 -4.50
H 0.00 1.17 -4.49
H -2.37 -2.29 -5.19
H -3.52 -3.90 -6.69
H -2.62 -6.20 -6.97
H -0.56 -6.88 -5.76
H 0.62 -5.25 -4.30
H 0.36 -1.03 -1.09
H -0.93 -0.94 1.01
H -2.92 -2.40 1.32
H -3.61 -3.94 -0.51
H -2.35 -4.00 -2.63
H 2.43 -0.54 -6.48
H 3.08 0.38 -8.67
H 3.79 2.75 -8.88
H 3.84 4.20 -6.86
H 3.15 3.30 -4.66
H 4.15 1.28 -1.80
H 4.34 3.15 -0.19
H 2.55 4.88 -0.09
H 0.60 4.74 -1.62
H 0.45 2.89 -3.27
C 0.00 0.00 9.33
O 0.00 0.00 7.91
H -0.94 -0.45 9.72
H 0.11 1.04 9.71
H 0.86 -0.60 9.70
*
```

Atom charges from the Löwdin analysis, given in e for atoms 1 to 5: number 1, Ir, carries 1.5486; number 2, C, carries -0.2416; number 3, C, carries -0.2257; number 4, C, carries -0.1652; number 5, C, carries -0.1699

A structure of composition C53H55AsGaIN3P2SiTe, computed with ωB97M-V/def2-TZVPD.

Lowest unoccupied orbital energy   -2.9 eV
Kohn-Sham gap   7.051 eV
ΔE to the lowest compared entry with this formula, charge and spin   26.6 kcal/mol

ORCA input file:
```
! wB97M-V def2-TZVPD RIJCOSX def2/J DEFGRID3
* xyz 1 1
Ga -0.16 0.25 -2.13
Te 3.86 2.82 -0.69
C 3.30 4.73 -1.60
C 3.39 5.88 -0.81
C 3.05 7.12 -1.35
N 2.61 7.37 -2.60
C 2.58 6.24 -3.37
C 2.78 4.93 -2.97
C 2.08 1.82 -1.17
P 2.16 0.23 -1.76
C 3.02 -0.06 -3.29
C 3.31 0.96 -4.18
C 3.87 0.72 -5.45
C 4.22 -0.57 -5.79
C 3.88 -1.60 -4.95
C 3.35 -1.36 -3.66
C 2.73 -1.12 -0.72
C 4.06 -1.44 -0.66
C 4.53 -2.32 0.34
C 3.64 -2.90 1.21
C 2.30 -2.58 1.18
C 1.86 -1.73 0.18
P 0.42 2.33 -0.90
C -0.15 3.93 -1.58
C -0.35 3.95 -2.98
C -0.86 5.04 -3.61
C -1.19 6.10 -2.77
C -1.02 6.14 -1.42
C -0.51 5.02 -0.75
C -0.12 2.23 0.87
C -1.14 1.33 1.18
C -1.55 1.28 2.48
C -0.93 2.02 3.54
C 0.03 2.93 3.22
C 0.48 2.98 1.91
H 3.73 5.68 0.16
H 3.08 7.94 -0.63
H 2.12 6.31 -4.34
H 2.72 4.20 -3.74
H 3.07 1.98 -3.83
H 4.07 1.54 -6.12
H 4.60 -0.64 -6.84
H 4.15 -2.62 -5.28
H 3.04 -2.23 -3.10
H 4.88 -0.98 -1.25
H 5.56 -2.57 0.36
H 4.00 -3.47 2.04
H 1.71 -3.02 1.92
H 0.85 -1.38 0.21
H -0.07 3.08 -3.52
H -0.78 5.05 -4.68
H -1.53 7.06 -3.19
H -1.32 7.03 -0.91
H -0.49 4.81 0.33
H -1.81 0.87 0.46
H -2.34 0.55 2.68
H -1.30 1.91 4.54
H 0.49 3.57 3.93
H 1.19 3.71 1.65
C 0.59 0.40 7.01
As 1.25 -0.60 5.42
C 2.14 -2.01 6.40
C -0.36 -1.67 4.89
C -1.57 -1.48 5.82
C -1.51 -1.88 7.19
C -2.58 -1.76 8.01
C -3.80 -1.31 7.56
C -3.88 -0.85 6.29
C -2.76 -0.84 5.44
H 1.46 0.80 7.53
H 0.06 -0.25 7.74
H -0.12 1.17 6.74
H 1.74 -2.10 7.36
H 3.15 -1.63 6.51
H 2.16 -2.96 5.90
H 0.00 -2.68 5.09
H -0.66 -1.44 3.91
H -0.59 -2.31 7.56
H -2.51 -2.14 9.06
H -4.64 -1.38 8.16
H -4.84 -0.32 6.00
H -2.97 -0.36 4.46
C -3.00 -0.64 -5.34
Si -1.62 -1.44 -4.36
C 0.03 -0.85 -5.09
C -1.87 -3.27 -4.34
N -1.61 -0.63 -2.78
C -2.72 -0.63 -1.87
C -3.00 -1.82 -1.13
C -4.00 -1.92 -0.17
C -4.72 -0.78 0.13
C -4.48 0.43 -0.57
C -3.49 0.46 -1.55
H -3.95 -0.25 -4.87
H -3.31 -1.30 -6.13
H -2.74 0.26 -5.93
H 0.07 -1.35 -6.05
H 0.94 -1.08 -4.52
H -0.12 0.27 -5.24
H -1.48 -3.78 -5.22
H -2.89 -3.68 -4.23
H -1.32 -3.75 -3.49
H -2.47 -2.67 -1.46
H -4.28 -2.81 0.36
H -5.52 -0.78 0.84
H -5.05 1.34 -0.30
H -3.25 1.39 -2.06
I 1.46 -4.72 -2.05
C -0.16 -5.35 -0.79
C -0.64 -6.64 -0.84
C -1.77 -6.94 -0.07
C -2.34 -6.01 0.77
C -1.64 -4.77 0.85
N -0.60 -4.44 0.07
H -0.13 -7.34 -1.49
H -2.18 -7.97 0.00
H -3.13 -6.04 1.49
H -1.91 -3.98 1.62
*
```

Atom charges from the Löwdin analysis, given in e for atoms 1 to 5: number 1, Ga, carries 0.6389; number 2, Te, carries 1.2344; number 3, C, carries -0.4747; number 4, C, carries -0.1520; number 5, C, carries -0.1393

A cluster of 12 separate species, C25H36F3N11O4 in total, computed with ωB97M-V/def2-TZVPD.

Lowest unoccupied orbital energy   0.2 eV
Kohn-Sham gap   11.227 eV
SMILES string   O=C(O)OCOC(F)(F)F.CC#N.CC#N.CC#N.CC#N.CC#N.CC#N.CC#N.CC#N.CC#N.CC#N.CC#N
ΔE to the lowest compared entry with this formula, charge and spin   65.6 kcal/mol

ORCA input file:
```
! wB97M-V def2-TZVPD RIJCOSX def2/J DEFGRID3
* xyz 0 1
O -3.18 2.71 -0.82
C -2.95 1.53 -1.19
O -3.64 0.96 -2.32
O -1.98 0.68 -0.59
C -2.00 0.81 0.86
O -3.32 0.81 1.45
C -3.85 -0.49 1.61
F -3.15 -1.51 0.92
F -3.95 -0.88 2.98
F -5.21 -0.43 1.13
H -4.30 0.32 -1.95
H -1.27 0.05 1.34
H -1.55 1.85 1.09
C -3.87 -3.56 4.48
C -3.19 -4.90 4.50
N -2.66 -5.96 4.52
H -3.71 -3.08 3.51
H -4.94 -3.68 4.64
H -3.46 -2.93 5.26
C -0.82 5.41 -0.34
C -0.01 4.21 0.05
N 0.64 3.26 0.36
H -1.59 5.60 0.41
H -0.17 6.28 -0.41
H -1.29 5.23 -1.31
C 2.35 -0.07 -1.02
C 1.56 -0.90 -0.05
N 0.93 -1.55 0.71
H 2.89 0.71 -0.48
H 3.08 -0.70 -1.54
H 1.69 0.39 -1.75
C -0.40 -4.69 7.56
C -1.59 -3.81 7.33
N -2.52 -3.11 7.14
H 0.48 -4.09 7.79
H -0.60 -5.37 8.39
H -0.20 -5.28 6.67
C 3.27 3.98 -2.54
C 2.68 2.72 -3.10
N 2.22 1.73 -3.55
H 2.49 4.57 -2.05
H 4.04 3.74 -1.81
H 3.71 4.58 -3.34
C -6.72 -1.32 6.80
C -6.90 -1.96 5.45
N -7.05 -2.46 4.39
H -6.68 -0.23 6.69
H -7.55 -1.59 7.45
H -5.78 -1.66 7.25
C -0.26 -4.12 -1.45
C 0.55 -5.06 -2.29
N 1.19 -5.81 -2.96
H -0.88 -3.50 -2.10
H -0.89 -4.68 -0.77
H 0.41 -3.48 -0.88
C 4.73 5.26 -6.87
C 4.87 5.68 -5.44
N 4.98 6.01 -4.31
H 5.51 4.54 -7.12
H 3.75 4.81 -7.03
H 4.83 6.13 -7.52
C 7.89 1.65 -7.80
C 7.84 2.96 -7.07
N 7.79 3.99 -6.49
H 7.65 1.80 -8.85
H 8.89 1.22 -7.72
H 7.17 0.95 -7.37
C -1.18 2.98 -4.42
C -1.22 4.28 -3.69
N -1.26 5.31 -3.11
H -1.42 3.13 -5.48
H -0.18 2.55 -4.35
H -1.90 2.28 -3.99
C 1.77 -5.75 3.91
C 2.02 -5.87 5.39
N 2.21 -5.95 6.55
H 1.26 -4.82 3.69
H 2.72 -5.77 3.38
H 1.15 -6.59 3.58
*
```

Atom charges from the Löwdin analysis, given in e for atoms 1 to 5: number 1, O, carries 0.1008; number 2, C, carries -0.4071; number 3, O, carries 0.0570; number 4, O, carries 0.0019; number 5, C, carries -0.1509

Number 1: total energy -9811.9135 eV. Number 2: total energy -78707.7216 eV. Number 3: total energy -20255.4476 eV. Number 4: total energy -58339.5142 eV. Number 5: total energy -43975.9048 eV. Number 6: total energy -61422.0762 eV. Number 7: total energy -215379.8134 eV. Number 8: total energy -59237.0326 eV.